Entry 1:
ORCA calculation (wB97M-V/def2-TZVPD) on C9H10O2S in the gas phase at a distorted geometry.

Structure (XYZ):
```
22
Properties=species:S:1:pos:R:3:nbo_charge:R:1
H 1.693 1.576 1.349 0.467
C -0.181 -2.367 -0.729 -0.219
O 0.787 2.709 -1.844 -0.654
H 2.165 1.306 -1.132 0.215
H -1.425 2.629 -0.244 0.211
C -0.263 -2.982 0.498 -0.206
C 0.296 -0.260 0.321 -0.108
O 0.942 2.001 1.104 -0.709
H -0.428 -2.821 -1.652 0.217
H -1.816 1.402 0.748 0.246
C -0.196 -2.234 1.671 -0.219
H 0.228 -0.262 2.423 0.215
H -0.135 2.853 -1.798 0.486
C 0.179 -1.001 -0.808 -0.142
S 0.465 -0.269 -2.402 -0.009
H -0.648 -3.974 0.677 0.215
H -1.512 0.915 -1.019 0.252
H -0.316 -2.791 2.610 0.217
C 1.078 1.559 -1.230 0.217
C -1.220 1.577 -0.150 -0.666
C 0.044 -0.840 1.580 -0.193
C 0.264 1.275 0.028 0.166
```

Properties
SMILES string ... C[C@@]1(O)c2ccccc2S[C@H]1O
F_max ... 5.6 eV/A
E_LUMO ... 0.541 eV
HOMO energy ... -8.081 eV
Kohn-Sham gap ... 8.6 eV
Net charge ... 0



Entry 2:
ORCA calculation (wB97M-V/def2-TZVPD) on 2 unconnected molecules or ions with the total composition C2H7N3 at a distorted geometry.

Structure (XYZ):
```
12
Properties=species:S:1:pos:R:3:nbo_charge:R:1
H -0.519 1.317 3.642 0.337
H 2.075 0.301 -3.813 0.158
C -1.654 -0.086 3.038 0.295
H 2.333 -0.098 -6.595 0.338
H -2.325 0.524 4.895 0.361
N -0.793 0.801 2.817 -0.686
H 3.537 -0.170 -4.765 0.132
N -2.460 -0.191 4.194 -0.841
H -2.427 -1.079 4.679 0.374
H -1.915 -0.999 2.494 0.160
C 2.433 -0.031 -4.785 -0.027
N 1.716 -0.288 -5.801 -0.601
```

Properties
SMILES string ... [H]/N=C\N.C=N
F_max ... 2.6 eV/A
E_LUMO ... 1.110 eV
HOMO energy ... -9.815 eV
Kohn-Sham gap ... 10.9 eV
Net charge ... 0



Entry 3:
ORCA calculation (wB97M-V/def2-TZVPD) on 2 unconnected molecules or ions with the total composition C3H6N4 at a distorted geometry.

Structure (XYZ):
```
13
Properties=species:S:1:pos:R:3:nbo_charge:R:1
N 0.760 0.358 1.042 -0.308
N 1.809 1.523 2.701 -0.649
C 1.797 0.585 1.808 0.376
H 2.619 1.684 3.292 0.455
H 2.696 -0.036 1.707 0.234
N -1.700 -0.471 -2.367 0.236
C 0.082 -1.092 -0.704 0.190
H -3.532 -1.521 -2.635 0.438
N 0.532 -0.459 0.161 0.062
C -2.763 -0.737 -2.800 -0.230
H -3.281 -0.139 -3.597 0.467
H 1.010 2.137 2.839 0.444
H -0.030 -1.832 -1.448 0.286
```

Properties
F_max ... 2.7 eV/A
E_LUMO ... -13.229 eV
HOMO energy ... -17.849 eV
Kohn-Sham gap ... 4.6 eV
Net charge ... +2



Entry 4:
ORCA calculation (wB97M-V/def2-TZVPD) on a molecular structure, C6H11O2S at a distorted geometry.

Structure (XYZ):
```
20
Properties=species:S:1:pos:R:3:nbo_charge:R:1
C 0.610 -1.159 -0.572 -0.472
H 1.447 -1.528 0.028 0.198
C 0.910 1.100 0.955 -0.168
H -2.126 -0.703 -0.681 0.225
H 0.349 -0.025 -2.407 0.191
H 1.788 0.715 1.438 0.176
S -0.658 -1.459 1.927 1.489
O -1.053 -2.740 1.264 -1.072
H 0.079 -2.041 -0.948 0.222
H -2.193 0.538 0.566 0.249
H 1.870 -0.928 -2.324 0.190
H 1.151 3.188 1.132 0.176
C -1.583 0.135 -0.241 -0.709
O -1.819 -0.753 2.534 -1.061
C -0.322 -0.403 0.341 -0.128
C 0.549 2.347 0.795 -0.487
H 1.660 0.549 -1.368 0.208
C 1.154 -0.341 -1.744 -0.605
H -1.434 0.893 -1.009 0.189
H -0.379 2.613 0.313 0.188
```

Properties
F_max ... 4.7 eV/A
E_LUMO ... 3.729 eV
HOMO energy ... -3.218 eV
Kohn-Sham gap ... 6.9 eV
Net charge ... -1



Entry 5:
ORCA calculation (wB97M-V/def2-TZVPD) on 2 unconnected molecules or ions with the total composition C6H3ClFO2S at a distorted geometry.

Structure (XYZ):
```
14
Properties=species:S:1:pos:R:3:nbo_charge:R:1
H 2.229 -2.869 -1.526 0.210
C 1.565 -2.141 -1.114 -0.469
O -0.243 1.488 2.573 -0.677
C 0.424 -0.077 -0.558 -0.353
F 0.526 3.052 0.082 -0.357
C -0.384 2.047 0.253 0.353
C -0.417 -1.142 -0.482 -0.239
H -0.193 -3.223 -0.402 0.204
C 0.279 -2.374 -0.658 -0.262
S 2.012 -0.491 -1.040 0.415
Cl -2.017 -1.235 0.020 0.005
O -1.762 2.713 1.628 -0.668
H -1.183 2.274 -0.474 0.168
C -0.836 1.977 1.698 0.669
```

Properties
F_max ... 6.4 eV/A
E_LUMO ... 3.086 eV
HOMO energy ... -4.631 eV
Kohn-Sham gap ... 7.7 eV
Net charge ... -1



Entry 6:
ORCA calculation (wB97M-V/def2-TZVPD) on 2 unconnected molecules or ions with the total composition C2HN2O2 at a distorted geometry.

Structure (XYZ):
```
7
Properties=species:S:1:pos:R:3:nbo_charge:R:1
H -2.474 0.086 0.710 -0.227
O 2.448 0.721 -0.780 -0.613
N -0.758 -0.897 0.094 0.073
N 0.283 1.377 0.047 -0.519
C 1.367 0.871 -0.304 0.680
C 0.111 -0.053 -0.002 0.094
O -0.976 -2.104 0.234 -0.488
```

Properties
F_max ... 3.4 eV/A
E_LUMO (alpha / beta) ... 3.845 / 3.892 eV
HOMO energy (alpha / beta) ... -2.952 / -4.011 eV
Kohn-Sham gap (alpha / beta) ... 6.8 / 7.9 eV
Net charge ... -1



Entry 7:
ORCA calculation (wB97M-V/def2-TZVPD) on a gas-phase ion, CClF2O2S (charge -1) at a distorted geometry.

Structure (XYZ):
```
7
Properties=species:S:1:pos:R:3:nbo_charge:R:1
O 0.400 2.455 -0.010 -0.963
F -0.711 -1.282 -0.462 -0.403
C 0.529 -0.901 -0.009 0.872
S -0.216 1.143 0.350 0.896
O 1.458 -1.534 -0.402 -0.700
Cl -1.904 1.196 -0.788 -0.300
F 0.444 -1.076 1.321 -0.402
```

Properties
F_max ... 4.0 eV/A
E_LUMO ... 3.719 eV
HOMO energy ... -3.984 eV
Kohn-Sham gap ... 7.7 eV
Net charge ... -1



Entry 8:
ORCA calculation (wB97M-V/def2-TZVPD) on a molecular structure, C5H6OS at a distorted geometry.

Structure (XYZ):
```
13
Properties=species:S:1:pos:R:3:nbo_charge:R:1
H 0.411 -1.844 1.588 0.239
O -0.767 1.201 0.961 -0.501
C -1.031 -0.177 0.496 0.029
H 2.188 -0.087 0.764 0.219
H 0.785 2.015 -0.405 0.215
H -1.369 0.974 -1.315 0.241
H -2.068 -0.526 0.675 0.216
C 1.134 0.033 0.763 -0.188
C 0.379 1.097 0.007 0.009
S 0.082 -0.558 -2.258 -0.044
C 0.203 -0.895 1.051 -0.227
C -0.588 0.343 -0.861 -0.347
H 0.642 -1.576 -1.465 0.137
```

Properties
F_max ... 2.0 eV/A
E_LUMO ... 0.837 eV
HOMO energy ... -9.236 eV
Kohn-Sham gap ... 10.1 eV
Net charge ... 0



Entry 9:
ORCA calculation (wB97M-V/def2-TZVPD) on a molecular structure, C24H38Cl3N6PdSSi at a distorted geometry.

Structure (XYZ):
```
74
Properties=species:S:1:pos:R:3:mulliken_charge:R:1
N -3.558 1.239 0.449 0.269
H 1.056 0.985 -0.874 0.482
Cl -0.359 -2.297 0.703 -0.119
H 3.731 -1.827 5.804 0.310
C 1.114 0.092 6.047 -0.934
H -1.724 4.240 -1.599 0.327
C 4.010 -0.818 5.496 -0.925
H 0.217 1.729 -4.360 0.329
H 2.191 2.504 4.186 0.265
H -3.286 5.026 -1.455 0.344
H -4.688 2.367 1.819 0.304
H 3.504 2.368 5.362 0.380
H -5.318 3.097 -1.038 0.356
H 0.716 -0.921 6.161 0.341
Cl -0.964 1.519 2.739 -0.086
H -2.503 -2.698 -3.210 0.311
C -1.562 -2.640 -2.652 -0.682
C 0.424 -1.413 -5.509 -0.669
N -0.519 -2.090 -3.491 0.161
H -2.461 -0.488 0.663 0.086
C -0.596 2.049 -1.630 -0.234
H -0.226 3.043 1.113 0.478
H 4.783 -0.896 4.731 0.327
N -3.237 3.120 -0.664 0.094
N 0.447 -0.355 -4.506 0.157
H -0.154 2.997 -1.304 0.386
H -0.178 -3.466 -5.045 0.345
H -3.492 -0.104 2.054 0.295
H 1.426 -1.828 -5.658 0.278
H 3.228 -4.265 -1.843 0.420
C 2.878 -3.958 -0.865 -0.611
H 0.562 1.105 -5.963 0.354
H -4.200 -0.743 0.559 0.343
H -1.699 -1.987 -1.796 0.054
C 3.245 -3.787 1.500 0.344
C -4.726 2.034 0.777 -0.709
H 1.142 2.389 2.160 0.265
C 1.216 -2.991 0.526 0.528
Si 2.554 0.144 4.875 -0.012
C -4.618 3.199 -0.204 -0.689
H 1.433 0.440 7.033 0.364
C -3.419 -0.094 0.964 -0.809
N -1.482 1.471 -0.611 0.429
H -5.637 1.453 0.635 0.363
H 0.303 0.738 5.703 0.264
H 1.260 1.357 -2.590 0.537
C -0.524 -2.442 -4.902 -0.638
H 1.864 1.209 -4.779 0.271
H -1.305 -3.644 -2.307 0.250
C 2.004 -3.151 1.660 -0.102
C 0.216 2.204 1.632 -0.746
C 1.920 -0.542 3.208 1.563
C -2.794 4.075 -1.659 -0.930
H 1.021 -3.131 -1.600 0.362
H 4.626 -4.691 0.146 0.446
C -2.660 1.923 -0.326 -0.047
H -1.533 -2.352 -5.322 0.306
H -3.055 3.770 -2.677 0.294
Pd 0.054 0.253 0.644 -0.332
H -4.793 4.162 0.274 0.381
C 1.605 -0.255 1.994 -1.048
C 3.667 -4.200 0.247 -0.626
H 3.789 1.926 3.673 0.343
C -0.034 -0.802 -3.293 0.093
C 3.053 1.898 4.482 -0.944
C 1.643 -3.344 -0.738 -0.513
N -0.029 -0.279 -2.123 0.279
H 4.441 -0.305 6.362 0.325
H -1.123 2.206 -2.575 0.791
C 0.800 0.991 -4.906 -0.972
C 0.527 1.036 -1.850 -2.332
H 0.068 -1.033 -6.464 0.426
Cl 4.272 -4.075 2.849 -0.172
S 1.448 -2.442 3.158 -0.139
```

Properties
F_max ... 2.7 eV/A
E_LUMO ... -3.469 eV
HOMO energy ... -10.487 eV
Kohn-Sham gap ... 7.0 eV
Net charge ... +1



| no. | molar mass (g/mol) |
| --- | --- |
| 1 | 182.24 |
| 2 | 73.10 |
| 3 | 98.11 |
| 4 | 147.22 |
| 5 | 193.61 |
| 6 | 85.04 |
| 7 | 149.53 |
| 8 | 114.17 |
| 9 | 683.54 |